Entry 1:
2 unconnected molecules or ions with the total composition C5H6N4O2 at a distorted geometry, computed with ωB97M-V/def2-TZVPD.

Positions of all 17 atoms, in Å:
N -2.7038 -0.0378 1.0921
C 2.0010 -0.4611 -0.9580
C 3.1240 -1.1487 1.1558
H -2.1344 1.4465 2.4819
C -2.2619 1.1362 1.4512
H 1.9717 -2.3878 -0.0808
O -2.7743 -0.0066 -0.2422
C -1.9918 1.8777 0.2809
N -2.3042 1.1400 -0.7507
C 2.6739 -1.5501 -0.1829
H -1.5456 2.8523 0.2264
N 0.7980 -0.6786 -1.3087
H 2.5348 0.4552 -1.2263
H 3.5733 -1.8672 -0.7239
O 0.2781 0.4074 -2.0183
H -0.6797 0.3604 -1.8271
N 3.4926 -0.8792 2.2176

Atomic forces in eV per Å
-0.3 0.5 0.8
-0.6 -0.1 -0.2
0.2 0.3 0.9
0.0 -0.3 -0.2
0.1 -0.2 0.1
0.3 0.1 -0.1
0.1 -0.8 -0.4
0.0 -0.3 0.0
0.2 0.9 0.2
0.3 -0.2 0.0
-0.1 0.1 -0.4
0.3 0.7 0.3
-0.2 -0.1 0.1
-0.2 -0.2 0.0
-0.2 -0.3 0.2
0.4 0.0 -0.4
-0.4 -0.2 -1.0

As for the spin multiplicity: 1. Its energy above the lowest of the compared OMol25 structures with the same formula, charge and spin is 118.2 kcal per mole. Its SMILES is N#CC/C=N/O.c1cnon1. The calculation puts the max |F| at 1.082 eV Å⁻¹. The calculation puts the molar mass at 154.1 g mol⁻¹.

Atomic partial charges in e from the Löwdin method, atoms 1 to 8: N 0.080; C -0.165; C -0.223; H 0.117; C -0.112; H 0.126; O -0.084; C -0.109

***

Entry 2:
A molecular structure, C33H57N3O5PbSi at a distorted geometry, computed with ωB97M-V/def2-TZVPD.

Positions of all 100 atoms, in Å:
Pb 0.3865 -0.8470 1.7775
H -1.1711 -2.6298 -0.9338
C 1.6212 2.3629 2.5824
C 2.4997 0.0137 4.9829
H 2.5835 4.1850 3.2826
H 3.2941 -3.0142 -0.0301
H -0.0825 -3.6737 0.1473
C -2.9654 0.8568 -0.1800
H -2.0162 3.0452 -2.2435
H 3.4657 0.0406 -0.7126
H 0.1507 -1.3296 -4.6994
C 3.0194 0.4042 2.5610
H 2.4979 1.3047 0.0788
H -2.6789 1.3564 5.7122
C -2.5612 1.0410 2.3060
H -0.3782 -1.3255 -7.3604
H 3.6526 3.1117 2.3598
C -0.8296 2.6428 2.0362
C -0.0355 -4.2017 -1.9678
C 2.8343 3.1302 3.0966
H -3.7349 -3.5755 -4.5964
H -2.5536 3.5405 1.0040
H 4.7439 -1.4633 4.8300
O -1.6307 -2.3592 -4.4418
H -3.4088 0.0611 -0.7905
H -6.1376 -0.2264 3.0508
C 0.4606 3.1194 2.3428
H -3.2836 1.8174 -0.6082
C 1.5724 2.2512 -3.8728
H -3.2789 -1.0742 -4.1751
C 3.4751 0.8141 0.0741
C 4.9583 -0.6007 1.5045
H 3.0267 -0.3336 5.8732
O -0.1604 -1.3146 3.9629
C -2.7529 -1.9051 -3.6834
C -0.8856 -1.8818 -6.5758
C 2.9152 -3.3780 -1.0258
H -1.9281 1.7231 -3.4282
C -3.0643 1.0417 3.6366
H -3.1290 -3.8427 -2.9645
H -1.2983 -0.3655 -5.0284
H 1.5727 -0.5668 4.9221
C -5.1494 0.1591 2.8292
H 0.9727 -4.6758 -1.9700
C 3.3747 -0.1938 3.7948
C -2.1865 1.5407 4.7469
H -0.3801 -0.3643 -2.8320
C -3.4174 0.7064 1.2300
N -1.2956 -2.0761 3.7497
H 3.2315 2.7111 4.0372
C 0.7985 3.4288 -1.1623
C -4.3574 0.5978 3.8939
H -0.7533 -5.0228 -1.7450
H -0.0828 3.7428 -0.5599
H 2.5757 1.9473 -3.5557
H -1.3123 3.3493 -3.8574
Si 0.3189 2.1054 -2.4916
H 2.3634 -4.3255 -0.9175
C 2.0115 -2.4064 -1.7252
H -0.2519 -3.8009 -2.9982
H -4.6973 0.5672 4.9353
H -1.2261 1.0048 4.7599
O -1.9459 -2.5415 4.6094
H 1.6527 3.2495 -4.3067
H -1.9793 2.6255 4.6946
H 1.1507 4.3122 -1.7397
H 6.1844 -1.8138 2.8074
H 2.5739 -1.4985 -2.0642
C -0.1750 -3.1458 -0.8356
H 0.5847 4.2169 2.3648
C 3.8269 0.2112 1.4053
H 0.6257 -0.6030 -0.9569
C -4.6876 0.2263 1.5125
H 1.2767 1.5623 -4.6671
H 2.2348 1.0668 5.1279
O -1.5792 -2.1889 2.5107
N 1.7276 1.0405 2.4393
H 4.2247 1.5708 -0.2114
H 1.2247 -0.1021 -2.9137
H -4.6679 -2.9780 -3.2075
C 5.2864 -1.2029 2.7259
C 0.3719 0.1521 -2.1066
H -2.3751 -1.5516 -2.7009
H -1.3982 4.7179 1.6337
H 1.3900 -2.7993 -2.5590
H 1.6106 3.1358 -0.4605
H -1.8778 0.7959 -0.2307
H 5.5819 -0.7692 0.6142
C -0.8640 -1.3725 -5.1437
H 3.7529 -3.5681 -1.6972
C 4.5057 -0.9990 3.8636
C -1.4055 2.6089 -3.0467
H -2.5222 3.9135 2.7413
C -3.6557 -3.1256 -3.5939
H -1.9399 -1.9821 -6.8513
H -5.3316 -0.0955 0.6884
O 0.8774 -2.2315 -0.7601
C -1.8827 3.7514 1.8481
N -1.1966 1.3541 2.0418
H -0.4820 -2.8923 -6.5431

Atomic forces in eV per Å
-0.3 1.8 0.2
0.9 -0.3 0.2
0.0 -0.2 0.5
-0.1 -0.1 0.6
0.0 -0.4 -0.1
-0.5 -0.2 -1.0
-0.8 0.1 -0.7
0.0 -0.3 -0.4
0.3 -0.1 -0.2
0.0 0.3 0.3
-0.3 -0.1 -0.3
0.1 -0.1 -0.2
0.2 -0.2 0.0
0.1 0.1 -0.2
-0.9 0.1 -0.5
0.2 0.3 0.3
-0.2 -0.1 0.2
-0.7 -0.5 0.7
-0.5 -0.5 -0.2
0.2 0.3 -0.2
0.0 0.2 0.3
0.1 -0.2 0.3
0.1 0.2 -0.5
0.0 0.6 0.2
0.1 0.2 -0.1
0.0 0.0 -0.2
0.5 0.1 -0.4
0.1 -0.2 0.1
0.0 0.0 -0.3
0.3 0.0 -0.1
0.0 0.2 -0.3
0.1 -0.2 0.5
0.0 0.1 0.1
-2.3 -1.6 0.4
0.1 0.0 0.0
-0.3 -0.2 0.0
0.5 -0.5 -0.2
-0.1 0.2 -0.1
0.6 0.2 -0.7
-0.2 -0.2 0.0
0.0 -0.3 -0.1
0.1 0.2 0.0
0.0 0.0 0.2
-1.0 0.3 -0.1
-0.2 0.2 -0.8
0.2 -0.1 0.6
0.3 0.8 2.1
0.3 -0.1 1.0
1.8 1.7 -2.2
-0.2 0.0 -0.4
0.0 -0.3 0.0
0.2 -0.1 -0.5
0.3 0.6 -0.2
0.6 -0.3 -0.3
-0.1 0.0 0.1
-0.2 -0.2 0.2
0.1 -0.6 1.4
0.6 0.3 0.4
-1.7 -0.4 0.5
0.0 -0.4 1.1
0.0 0.0 -0.5
-0.2 0.2 -0.1
0.1 -0.1 1.0
-0.1 0.0 0.0
0.0 -0.4 -0.1
-0.2 -0.4 0.3
-0.2 0.1 -0.1
-1.2 -0.4 0.9
-0.4 -1.7 0.0
-0.1 -0.8 0.0
-0.4 -0.2 0.6
-1.2 2.8 -4.1
-0.5 0.0 0.5
0.0 0.0 -0.2
0.0 -0.2 -0.1
-0.1 -0.2 1.1
0.6 0.2 -0.1
-0.2 -0.2 0.0
-0.9 0.5 2.2
0.3 0.3 0.1
0.2 0.1 -0.1
1.4 -1.3 -0.9
-0.5 -0.1 -0.3
0.0 -0.4 0.1
1.7 0.2 -0.1
-0.6 0.2 -0.5
0.0 0.0 -0.2
-0.3 0.1 0.5
0.1 -0.1 0.1
0.3 -0.2 0.2
0.0 0.1 -0.1
0.0 -0.1 -0.3
0.4 -0.3 -0.4
0.3 -0.3 0.0
0.1 0.1 -0.1
0.2 0.1 0.3
2.1 1.5 -0.5
-0.1 0.1 0.1
0.6 0.5 0.3
0.1 -0.1 -0.2

As for the spin multiplicity: 1. Its energy above the lowest of the compared OMol25 structures with the same formula, charge and spin is 28.1 kcal per mole. The calculation puts the max |F| at 5.134 eV Å⁻¹. The calculation puts the molar mass at 811.1 g mol⁻¹.

Atomic partial charges in e from the Löwdin method, atoms 1 to 8: Pb 1.583; H 0.127; C -0.335; C -0.037; H 0.079; H 0.100; H 0.122; C -0.045

***

Entry 3:
A single C6H7NS molecule at a distorted geometry, computed with ωB97M-V/def2-TZVPD.

Positions of all 15 atoms, in Å:
C -0.5692 0.9370 -0.1706
C 1.8903 0.3866 0.3159
H -3.7917 0.0438 -0.5584
C 3.4656 0.1891 -0.1075
C -2.8015 -0.1128 0.1226
H 4.1176 0.3079 0.8431
H -3.1001 0.2721 1.1454
H -1.7153 -1.9293 -0.8576
C 0.6787 0.3731 0.1758
S -1.0055 2.4198 0.0154
C -1.7390 -1.2611 0.0872
H 3.3895 -0.8660 -0.5068
H 4.0820 0.8316 -1.0331
H -1.3915 -1.6582 0.9394
N -1.5100 0.0664 -0.4108

Atomic forces in eV per Å
0.5 -1.5 1.7
2.4 0.0 -2.3
2.7 -0.9 1.2
-0.4 0.2 0.1
-2.7 -0.1 -0.5
-1.1 -0.5 -1.8
1.1 -0.2 -1.1
-0.5 0.5 2.1
3.0 0.8 -0.2
-0.2 4.6 0.2
-2.6 0.7 -6.3
0.7 1.1 0.7
-2.8 -1.3 2.8
1.5 -0.9 3.1
-1.8 -2.5 0.1

As for the spin multiplicity: 1. Its energy above the lowest of the compared OMol25 structures with the same formula, charge and spin is 139.2 kcal per mole. Its SMILES is CC#CC(=S)N1CC1. The calculation puts the max |F| at 6.822 eV Å⁻¹. The calculation puts the molar mass at 125.2 g mol⁻¹.

Atomic partial charges in e from the Löwdin method, atoms 1 to 8: C -0.946; C 0.004; H 0.150; C -0.100; C -0.124; H 0.066; H 0.116; H 0.138

***

E_HOMO (eV)
-10.29 -7.44 -8.34
Total energy (Ha)
-563.4734 -2314.2234 -685.5481
LUMO energy (hartree)
0.0131 -0.0026 -0.0045